1.
ORCA calculation (the ωB97M-V functional and the def2-TZVPD basis) on a cluster of 5 separate species, C16H33N3O2S2 in total at a distorted geometry.

Last column: Löwdin spin population.
Atoms and positions in Å:
C (3.110, -0.022, -4.756)  0.000
C (2.092, -0.770, -3.877)  0.000
C (0.914, 0.038, -3.381)  0.000
C (0.186, 0.660, -4.479)  0.000
N (-0.415, 1.137, -5.309)  0.000
H (2.612, 0.283, -5.677)  0.000
H (3.952, -0.665, -5.009)  0.000
H (3.468, 0.907, -4.312)  0.000
H (2.515, -1.274, -3.008)  0.000
H (1.586, -1.556, -4.438)  0.000
H (1.357, 0.879, -2.848)  0.000
H (0.205, -0.448, -2.710)  0.000
C (1.782, 0.328, 1.334)  0.000
C (1.114, 1.704, 1.456)  0.000
C (1.903, 2.834, 0.937)  0.000
C (2.358, 2.839, -0.492)  0.000
N (2.705, 2.814, -1.603)  0.000
H (1.990, 0.236, 0.268)  0.000
H (1.022, -0.415, 1.574)  0.000
H (2.696, 0.288, 1.926)  0.000
H (0.931, 1.833, 2.523)  0.000
H (0.154, 1.662, 0.940)  0.000
H (2.861, 2.690, 1.436)  0.000
H (1.515, 3.812, 1.223)  0.000
C (-1.993, 1.001, -1.242)  0.000
C (-3.352, 1.450, -1.880)  0.000
C (-3.685, 0.968, -3.302)  0.000
C (-3.202, -0.391, -3.646)  0.000
N (-2.832, -1.471, -3.941)  0.000
H (-1.857, 1.218, -0.183)  0.000
H (-1.192, 1.541, -1.747)  0.000
H (-1.767, -0.059, -1.355)  0.000
H (-3.456, 2.533, -1.932)  0.000
H (-4.068, 1.119, -1.128)  0.000
H (-3.170, 1.647, -3.982)  0.000
H (-4.754, 1.049, -3.500)  0.000
C (2.252, -4.895, -0.075)  0.000
S (1.022, -3.525, -0.044)  0.000
O (-0.319, -4.226, -0.280)  0.000
C (1.042, -3.242, 1.808)  0.000
H (2.484, -5.377, -1.025)  0.000
H (1.978, -5.648, 0.665)  0.000
H (3.165, -4.494, 0.364)  0.000
H (0.471, -2.391, 2.180)  0.000
H (2.092, -3.262, 2.098)  0.000
H (0.581, -4.067, 2.350)  0.000
C (-1.461, 0.633, 4.683)  0.053
S (-2.754, 1.858, 5.312)  0.215
O (-4.117, 1.416, 4.696)  0.672
C (-2.589, 1.428, 7.148)  0.050
H (-1.713, -0.410, 4.876)  0.004
H (-0.569, 0.861, 5.267)  0.001
H (-1.243, 0.772, 3.624)  0.000
H (-3.023, 2.292, 7.650)  0.000
H (-1.537, 1.415, 7.435)  0.001
H (-3.047, 0.467, 7.384)  0.004

Computed properties:
spin multiplicity = 2
energy = -1740.07392 a.u.
charge = +1
expectation value of S² = 0.7575
M = 363.593 g/mol


2.
ORCA calculation (the ωB97M-V functional and the def2-TZVPD basis) on a structure of composition C52H138N10O18 at a distorted geometry.

Last column: Löwdin charge in e.
Atoms and positions in Å:
C (-17.081, -18.210, 15.061)  -0.035
O (-15.873, -17.504, 15.384)  -0.238
C (-15.060, -18.248, 16.295)  -0.169
C (-13.600, -17.774, 16.277)  -0.104
N (-13.517, -16.445, 16.796)  -0.077
C (-12.068, -16.027, 16.702)  -0.073
C (-11.780, -14.665, 17.386)  -0.226
O (-10.385, -14.358, 17.536)  -0.167
C (-10.260, -13.013, 18.030)  -0.064
H (-17.724, -18.400, 15.921)  0.095
H (-16.955, -19.154, 14.530)  0.108
H (-17.683, -17.512, 14.480)  0.067
H (-15.097, -19.321, 16.111)  0.126
H (-15.479, -18.167, 17.298)  0.076
H (-13.101, -17.823, 15.309)  0.118
H (-13.106, -18.438, 16.987)  0.112
H (-14.124, -15.794, 16.319)  -0.242
H (-11.777, -15.806, 15.676)  0.083
H (-11.402, -16.760, 17.158)  0.120
H (-12.320, -14.660, 18.333)  0.068
H (-12.189, -13.892, 16.735)  0.080
H (-9.238, -12.639, 17.975)  0.090
H (-10.638, -12.939, 19.050)  0.076
H (-10.820, -12.306, 17.418)  0.080
C (-10.762, -16.352, 19.431)  -0.130
O (-11.188, -15.849, 20.647)  -0.181
C (-10.587, -16.504, 21.739)  -0.195
C (-11.280, -16.176, 23.050)  -0.171
N (-12.650, -16.717, 23.035)  -0.039
C (-13.406, -16.173, 24.121)  -0.206
C (-14.765, -16.723, 24.316)  -0.205
O (-15.710, -16.189, 23.409)  -0.221
C (-17.090, -16.371, 23.783)  -0.201
H (-11.323, -16.014, 18.560)  0.022
H (-10.757, -17.442, 19.422)  0.097
H (-9.778, -16.041, 19.078)  0.112
H (-9.541, -16.220, 21.857)  0.130
H (-10.710, -17.566, 21.530)  0.105
H (-11.302, -15.094, 23.173)  0.118
H (-10.688, -16.501, 23.906)  0.125
H (-13.149, -16.501, 22.184)  0.077
H (-13.497, -15.101, 23.949)  0.135
H (-12.954, -16.370, 25.093)  0.134
H (-15.172, -16.581, 25.317)  0.136
H (-14.772, -17.811, 24.250)  0.116
H (-17.380, -16.012, 24.771)  0.150
H (-17.413, -17.406, 23.895)  0.058
H (-17.687, -15.777, 23.091)  0.068
C (-17.527, -13.616, 15.942)  -0.165
O (-16.809, -14.097, 17.036)  -0.137
C (-16.728, -15.494, 17.079)  -0.164
C (-16.033, -15.990, 18.347)  -0.128
N (-14.584, -15.687, 18.480)  -0.040
C (-13.999, -16.056, 19.766)  -0.124
C (-14.058, -17.584, 19.904)  -0.128
O (-15.260, -18.126, 20.493)  -0.086
C (-15.427, -17.694, 21.849)  -0.177
H (-17.345, -14.127, 14.996)  0.063
H (-17.365, -12.542, 15.858)  -0.009
H (-18.599, -13.734, 16.103)  0.111
H (-16.183, -15.874, 16.215)  0.083
H (-17.688, -16.001, 16.977)  0.142
H (-16.104, -17.078, 18.327)  0.073
H (-16.657, -15.646, 19.171)  0.092
H (-13.954, -16.009, 17.759)  -0.126
H (-14.475, -15.585, 20.626)  0.134
H (-12.942, -15.804, 19.840)  0.076
H (-13.248, -17.805, 20.600)  0.113
H (-13.782, -18.065, 18.966)  0.080
H (-16.158, -18.310, 22.373)  0.037
H (-15.844, -16.687, 21.833)  0.094
H (-14.498, -17.644, 22.416)  0.085
C (-18.022, -10.396, 21.966)  -0.081
O (-17.765, -11.810, 22.174)  -0.185
C (-17.259, -12.407, 20.973)  -0.149
C (-17.053, -13.970, 21.175)  -0.108
N (-18.253, -14.793, 21.313)  -0.008
C (-18.049, -16.217, 21.070)  -0.129
C (-19.447, -16.946, 21.085)  -0.043
O (-19.215, -18.331, 20.694)  -0.286
C (-18.982, -18.585, 19.320)  -0.100
H (-18.387, -10.029, 22.925)  0.083
H (-18.837, -10.223, 21.263)  0.081
H (-17.084, -9.926, 21.672)  0.085
H (-16.277, -12.031, 20.686)  0.102
H (-17.955, -12.266, 20.146)  0.095
H (-16.344, -14.195, 21.972)  0.131
H (-16.554, -14.375, 20.294)  0.016
H (-18.548, -14.705, 22.274)  0.139
H (-17.475, -16.746, 21.830)  0.064
H (-17.549, -16.338, 20.109)  0.108
H (-20.170, -16.461, 20.429)  0.116
H (-19.842, -16.938, 22.101)  0.131
H (-19.090, -19.658, 19.157)  0.118
H (-18.034, -18.247, 18.902)  0.041
H (-19.793, -18.297, 18.651)  0.121
C (-19.649, -12.993, 18.361)  -0.255
C (-19.972, -14.408, 18.965)  -0.176
O (-20.117, -14.342, 20.387)  -0.117
O (-20.568, -12.053, 18.789)  -0.046
H (-19.734, -12.959, 17.275)  0.094
H (-18.613, -12.680, 18.491)  0.087
H (-19.201, -15.169, 18.842)  0.096
H (-20.924, -14.833, 18.648)  0.119
H (-19.261, -14.550, 20.769)  -0.202
H (-20.733, -12.146, 19.730)  0.081
C (-16.986, -19.224, 18.822)  -0.251
C (-15.831, -20.188, 18.406)  -0.157
O (-16.198, -21.606, 18.381)  -0.074
O (-17.028, -19.107, 20.230)  -0.070
H (-17.872, -19.662, 18.361)  0.126
H (-16.793, -18.245, 18.383)  0.081
H (-14.949, -20.100, 19.041)  0.065
H (-15.396, -19.834, 17.472)  0.057
H (-16.495, -21.930, 19.235)  -0.218
H (-16.330, -18.483, 20.443)  -0.101
C (-12.721, -19.613, 19.175)  -0.085
C (-12.623, -20.612, 20.366)  -0.380
C (-12.519, -22.090, 19.910)  -0.155
O (-12.955, -23.055, 20.870)  -0.211
C (-12.812, -24.376, 20.424)  -0.145
N (-11.494, -20.282, 21.220)  0.065
H (-11.783, -19.626, 18.619)  0.099
H (-12.795, -18.548, 19.394)  0.002
H (-13.599, -19.810, 18.559)  0.054
H (-13.508, -20.508, 20.994)  0.081
H (-11.522, -22.285, 19.516)  0.132
H (-13.193, -22.191, 19.059)  0.120
H (-11.794, -24.638, 20.137)  0.095
H (-13.498, -24.575, 19.600)  0.073
H (-13.160, -25.006, 21.243)  0.097
H (-11.888, -19.607, 21.860)  0.056
H (-11.319, -21.121, 21.755)  0.073
C (-17.546, -11.561, 14.803)  -0.061
C (-16.670, -12.065, 13.629)  -0.282
C (-16.025, -10.842, 12.860)  -0.190
O (-17.021, -10.079, 12.225)  -0.178
C (-16.423, -9.144, 11.282)  -0.088
N (-15.649, -12.757, 14.373)  -0.023
H (-18.315, -10.862, 14.474)  0.099
H (-16.994, -10.900, 15.471)  0.123
H (-17.987, -12.358, 15.402)  -0.020
H (-17.139, -12.701, 12.879)  0.130
H (-15.295, -11.260, 12.168)  0.124
H (-15.594, -10.185, 13.616)  0.127
H (-15.987, -9.488, 10.344)  0.080
H (-15.682, -8.554, 11.821)  0.084
H (-17.230, -8.504, 10.925)  0.083
H (-14.722, -12.654, 13.985)  0.056
H (-15.837, -13.737, 14.526)  -0.030
C (-12.823, -15.560, 13.686)  -0.022
C (-14.103, -14.955, 14.135)  -0.332
C (-15.284, -15.429, 13.308)  -0.054
O (-16.428, -14.595, 13.734)  -0.304
C (-17.654, -15.054, 13.240)  -0.072
N (-14.264, -15.215, 15.563)  0.135
H (-12.852, -16.635, 13.861)  0.082
H (-12.018, -15.064, 14.228)  0.085
H (-12.690, -15.389, 12.618)  0.100
H (-13.982, -13.877, 14.037)  0.112
H (-15.387, -16.514, 13.345)  0.131
H (-15.028, -15.325, 12.254)  0.140
H (-17.776, -16.136, 13.288)  0.077
H (-18.005, -14.665, 12.284)  0.111
H (-18.415, -14.753, 13.960)  0.101
H (-14.579, -16.174, 15.554)  0.104
H (-15.168, -14.871, 15.856)  0.101
C (-13.211, -13.219, 19.866)  -0.025
C (-14.538, -12.808, 19.157)  -0.287
C (-14.381, -12.831, 17.602)  -0.171
O (-13.361, -11.913, 17.245)  -0.185
C (-13.163, -11.915, 15.817)  -0.088
N (-15.569, -13.736, 19.546)  -0.082
H (-12.910, -14.220, 19.556)  0.019
H (-13.203, -12.984, 20.931)  0.092
H (-12.377, -12.593, 19.549)  0.057
H (-14.735, -11.777, 19.450)  0.133
H (-15.265, -12.422, 17.114)  0.116
H (-14.196, -13.810, 17.161)  0.089
H (-12.679, -12.869, 15.605)  0.061
H (-12.663, -11.047, 15.387)  0.100
H (-14.128, -11.995, 15.317)  0.042
H (-16.345, -13.347, 19.030)  0.085
H (-15.369, -14.654, 19.177)  -0.022
C (-15.516, -23.860, 20.177)  -0.035
C (-16.312, -22.726, 20.947)  -0.282
C (-15.350, -21.656, 21.506)  -0.131
O (-16.059, -20.714, 22.250)  -0.148
C (-15.274, -19.701, 22.782)  -0.128
N (-17.278, -22.194, 20.036)  0.057
H (-14.983, -23.349, 19.375)  0.065
H (-16.170, -24.626, 19.762)  0.092
H (-14.854, -24.438, 20.822)  0.043
H (-16.842, -23.193, 21.777)  0.142
H (-14.889, -21.151, 20.657)  0.099
H (-14.593, -22.142, 22.122)  0.143
H (-14.538, -20.068, 23.498)  0.132
H (-15.961, -18.980, 23.224)  0.056
H (-14.665, -19.224, 22.014)  0.088
H (-17.819, -21.454, 20.462)  -0.278
H (-17.942, -22.928, 19.837)  0.145
C (-19.422, -21.136, 22.855)  -0.031
C (-18.973, -20.061, 21.883)  -0.281
C (-18.228, -18.905, 22.622)  -0.137
O (-19.197, -18.310, 23.508)  -0.097
C (-18.786, -17.155, 24.154)  -0.267
N (-18.100, -20.760, 20.986)  0.090
H (-18.591, -21.531, 23.440)  0.079
H (-19.861, -22.033, 22.420)  0.077
H (-20.247, -20.706, 23.424)  0.074
H (-19.836, -19.693, 21.327)  0.150
H (-17.805, -18.231, 21.877)  0.087
H (-17.383, -19.312, 23.177)  0.114
H (-19.684, -16.861, 24.697)  0.136
H (-18.568, -16.306, 23.507)  0.053
H (-18.031, -17.459, 24.879)  0.120
H (-17.305, -21.059, 21.532)  0.074
H (-17.752, -20.024, 20.388)  -0.053

Computed properties:
ΔE to the lowest compared entry with this formula, charge and spin = 1448.87 kcal per mole
charge = 0
M = 1191.728 g/mol


3.
ORCA calculation (the ωB97M-V functional and the def2-TZVPD basis) on a cluster of 3 separate species, C35H27F17O8S in total at a distorted geometry.

Last column: Löwdin charge in e.
Atoms and positions in Å:
C (-4.592, 1.932, -1.700)  -0.036
C (-3.543, 2.158, -2.768)  -0.212
C (-3.774, 1.591, -4.021)  -0.052
C (-2.871, 1.714, -5.066)  -0.081
C (-1.715, 2.457, -4.860)  -0.083
C (-1.477, 3.025, -3.618)  -0.047
C (-2.366, 2.889, -2.549)  -0.171
C (-2.030, 3.485, -1.202)  -0.085
C (-1.119, 2.542, -0.431)  -0.159
C (-1.590, 1.857, 0.681)  0.036
C (-0.787, 0.956, 1.383)  -0.135
C (-1.321, 0.204, 2.585)  -0.088
C (-0.955, 0.831, 3.969)  -0.057
C (-0.328, 2.180, 3.827)  -0.532
O (0.839, 2.369, 3.966)  0.143
O (-1.164, 3.211, 3.525)  0.085
C (0.517, 0.743, 0.931)  -0.030
C (0.991, 1.457, -0.177)  -0.061
C (0.194, 2.360, -0.859)  0.063
C (2.378, 1.206, -0.649)  -0.296
O (3.107, 2.079, -1.021)  0.158
C (2.781, -0.238, -0.584)  -0.046
C (2.319, -0.942, 0.528)  -0.064
C (2.632, -2.289, 0.666)  0.024
C (3.389, -2.916, -0.310)  -0.028
C (3.847, -2.233, -1.426)  -0.022
C (3.542, -0.883, -1.562)  -0.180
S (4.130, -0.085, -3.029)  0.658
O (4.322, -1.106, -4.003)  -0.257
O (5.174, 0.836, -2.785)  -0.216
F (2.851, 0.685, -3.467)  -0.121
C (1.467, -0.233, 1.530)  -0.276
O (1.567, -0.458, 2.703)  0.155
H (-4.437, 0.961, -1.231)  0.088
H (-4.617, 2.714, -0.953)  0.063
H (-5.562, 1.899, -2.189)  0.077
H (-4.672, 1.013, -4.193)  0.109
H (-3.028, 1.266, -6.035)  0.100
H (-0.981, 2.587, -5.639)  0.101
H (-0.565, 3.590, -3.488)  0.106
H (-1.564, 4.460, -1.315)  0.128
H (-2.933, 3.623, -0.619)  0.094
H (-2.604, 2.010, 1.014)  0.109
H (-2.393, 0.083, 2.468)  0.111
H (-0.893, -0.792, 2.530)  0.112
H (-0.223, 0.192, 4.439)  0.116
H (-1.861, 0.893, 4.558)  0.098
H (-0.598, 3.834, 3.048)  0.133
H (0.606, 2.891, -1.700)  0.123
H (2.263, -2.835, 1.519)  0.126
H (3.596, -3.970, -0.201)  0.115
H (4.424, -2.701, -2.208)  0.107
C (-5.251, 3.083, 6.334)  -0.039
C (-4.878, 2.255, 5.093)  -0.431
C (-4.280, 3.000, 3.897)  -0.296
F (-5.152, 3.907, 3.407)  0.098
F (-4.022, 2.109, 2.906)  0.084
F (-5.944, 1.523, 4.701)  0.136
F (-3.923, 1.372, 5.507)  0.095
O (-6.606, 3.461, 6.498)  0.050
C (-7.113, 4.604, 5.930)  -0.545
C (-8.210, 4.291, 4.909)  -0.286
F (-7.743, 3.493, 3.930)  0.101
F (-8.632, 5.447, 4.350)  0.101
F (-6.144, 5.377, 5.407)  0.151
F (-7.693, 5.315, 6.921)  0.147
H (-5.069, 2.415, 7.174)  0.149
H (-4.576, 3.928, 6.472)  0.149
H (-3.350, 3.503, 4.156)  0.152
H (-9.051, 3.798, 5.401)  0.176
C (7.830, -6.742, -3.993)  -0.041
C (7.851, -6.100, -2.595)  -0.443
C (7.144, -6.841, -1.457)  -0.304
F (5.824, -6.978, -1.694)  0.093
F (7.286, -6.124, -0.317)  0.095
F (7.398, -4.831, -2.671)  0.133
F (9.162, -6.038, -2.228)  0.105
O (6.873, -6.270, -4.924)  0.051
C (5.601, -6.782, -4.972)  -0.545
C (4.555, -5.720, -4.629)  -0.279
F (4.782, -5.212, -3.401)  0.091
F (3.326, -6.283, -4.635)  0.102
F (5.471, -7.879, -4.203)  0.149
F (5.372, -7.164, -6.247)  0.148
H (8.782, -6.458, -4.439)  0.150
H (7.837, -7.830, -3.938)  0.147
H (7.589, -7.828, -1.304)  0.173
H (4.580, -4.908, -5.359)  0.179

Computed properties:
SMILES = Cc1ccccc1Cc1cc(CCC(=O)O)c2c(c1)C(=O)c1c(cccc1S(=O)(=O)F)C2=O.FC(F)C(F)(F)COC(F)(F)C(F)F.FC(F)C(F)(F)COC(F)(F)C(F)F
energy = -4047.80300 a.u.
charge = 0
M = 930.626 g/mol